(1)
Below is C32H46BCoN4P2S2 as an isolated structure, with properties calculated with the ωB97M-V functional and the def2-TZVPD basis.

The value obtained for the energy above the lowest of the compared OMol25 structures with the same formula, charge and spin is 0.0000 eV. Its expectation value of S² is 0.783. As for the charge: -1. As for the multiplicity: 2. For the LUMO energy (alpha / beta), the calculation gives 0.087 / 0.087 hartree.

The geometry in XYZ format:
```
88
Properties=species:S:1:pos:R:3:forces:R:3
C -3.241 -1.225 -0.890 0.0 0.0 0.0
C 1.262 3.446 -2.386 0.0 0.0 0.0
H 1.413 -2.816 -1.518 0.0 0.0 0.0
H -3.089 -3.649 1.574 0.0 0.0 0.0
C -0.869 -0.940 4.922 0.0 0.0 0.0
C -1.809 4.440 -0.704 0.0 0.0 0.0
H -0.882 -2.760 -2.534 0.0 0.0 0.0
C -1.928 2.410 -2.164 0.0 0.0 0.0
H 3.511 3.253 -0.925 0.0 0.0 0.0
H -1.546 -0.546 6.921 0.0 0.0 0.0
C -0.461 -0.361 3.735 0.0 0.0 0.0
H 1.371 -4.572 -1.293 0.0 0.0 0.0
C 4.652 -1.391 -1.372 0.0 0.0 0.0
H -4.280 -0.911 -0.746 0.0 0.0 0.0
C -1.226 -0.105 5.985 0.0 0.0 0.0
C -0.308 -2.251 2.019 0.0 0.0 0.0
H -1.204 4.932 -1.464 0.0 0.0 0.0
C 1.419 4.753 -0.265 0.0 0.0 0.0
N 7.778 -2.356 -2.575 0.0 0.0 0.0
H -1.737 1.339 -2.240 0.0 0.0 0.0
H -0.742 3.310 1.947 0.0 0.0 0.0
H -1.444 1.900 6.702 0.0 0.0 0.0
H 2.843 2.526 0.544 0.0 0.0 0.0
H -0.715 2.950 4.569 0.0 0.0 0.0
H 5.192 -1.538 -0.446 0.0 0.0 0.0
H -2.855 4.696 -0.903 0.0 0.0 0.0
H 2.732 -0.880 -4.660 0.0 0.0 0.0
H -2.394 -0.008 1.599 0.0 0.0 0.0
C -0.758 1.872 4.666 0.0 0.0 0.0
H -0.685 -4.516 -2.502 0.0 0.0 0.0
C -3.007 -0.906 1.589 0.0 0.0 0.0
C 5.304 -1.610 -2.578 0.0 0.0 0.0
C -1.085 -3.661 -1.949 0.0 0.0 0.0
N 5.731 -1.815 -6.070 0.0 0.0 0.0
C 2.606 -0.795 -2.524 0.0 0.0 0.0
H -3.217 -1.937 -1.715 0.0 0.0 0.0
H -0.220 -4.807 1.220 0.0 0.0 0.0
H -2.164 -3.798 -1.867 0.0 0.0 0.0
C -1.169 1.274 5.861 0.0 0.0 0.0
C -0.395 -3.587 -0.584 0.0 0.0 0.0
H -4.057 -0.602 1.537 0.0 0.0 0.0
C -2.724 2.314 0.171 0.0 0.0 0.0
H 1.475 4.754 0.824 0.0 0.0 0.0
H 1.698 -3.497 0.078 0.0 0.0 0.0
H 1.156 2.462 -2.847 0.0 0.0 0.0
H -1.080 -2.779 2.585 0.0 0.0 0.0
H 0.603 -2.856 2.038 0.0 0.0 0.0
H -2.603 2.593 1.220 0.0 0.0 0.0
H 2.330 5.236 -0.632 0.0 0.0 0.0
H 1.012 3.130 1.883 0.0 0.0 0.0
P 0.001 2.214 -0.181 0.0 0.0 0.0
C -1.658 2.920 -0.742 0.0 0.0 0.0
C 4.599 -1.423 -3.779 0.0 0.0 0.0
C -0.415 1.056 3.606 0.0 0.0 0.0
H -3.425 -3.832 -0.157 0.0 0.0 0.0
H 0.581 5.377 -0.563 0.0 0.0 0.0
C -3.459 -3.140 0.683 0.0 0.0 0.0
H 2.183 3.900 -2.765 0.0 0.0 0.0
C 3.316 -0.989 -1.313 0.0 0.0 0.0
C 6.676 -2.023 -2.576 0.0 0.0 -0.1
S 0.935 -0.297 -2.548 0.0 0.0 0.0
H 2.738 1.653 -0.970 0.0 0.1 -0.1
C 0.066 2.633 1.652 0.0 0.0 0.0
H -1.306 2.904 -2.907 0.0 0.0 0.0
C 1.364 3.339 -0.861 0.0 0.0 0.0
H -2.857 -1.412 2.545 0.0 0.0 0.0
H -2.713 1.231 0.106 0.0 0.0 0.0
C 5.230 -1.637 -5.049 0.0 0.0 0.0
N -0.027 1.354 2.310 0.0 0.0 0.0
H -2.976 2.598 -2.423 0.0 0.0 0.0
B 0.186 0.134 1.574 0.0 0.0 0.0
H -2.654 -0.359 -1.193 0.0 0.0 0.0
C 2.689 2.646 -0.531 0.0 0.0 0.0
H -4.512 -2.894 0.861 0.0 0.0 0.0
C -2.700 -1.841 0.406 0.0 0.0 0.0
C -0.727 -4.827 0.253 0.0 0.0 0.0
Co 0.483 -0.078 -0.308 0.1 0.1 0.1
H -3.710 2.659 -0.156 0.0 0.0 0.0
H -0.905 -2.017 5.026 0.0 0.0 0.0
H -0.360 -5.708 -0.283 0.0 0.0 0.0
C 1.117 -3.609 -0.837 0.0 0.0 0.0
H -1.789 -4.971 0.426 0.0 0.0 0.0
P -0.814 -1.942 0.240 0.0 -0.1 0.0
N -0.078 -0.917 2.529 0.0 0.0 0.0
C 3.273 -1.023 -3.733 0.0 0.0 0.0
H 0.433 4.083 -2.698 0.0 0.0 0.0
S 2.571 -0.733 0.251 0.0 0.0 0.0
H -1.549 4.857 0.272 0.0 0.0 0.0
```
Forces are in eV/Å.

These are the Löwdin partial charges, in e, on atoms 1 to 2:
1. C -0.099
2. C -0.100

---

(2)
Below is a 8-piece molecular cluster, C34H43BF7O25S overall at a distorted geometry, with properties calculated with the ωB97M-V functional and the def2-TZVPD basis.

As for the charge: +1. As for the multiplicity: 1. For the LUMO energy, the calculation gives -0.069 hartree.

The geometry in XYZ format:
```
111
Properties=species:S:1:pos:R:3:forces:R:3
C 3.598 2.486 -2.102 -0.3 -0.1 0.0
C -7.198 -5.892 2.481 -0.2 -0.4 -0.1
C -2.237 -4.389 -5.782 -0.1 -0.4 -0.2
H -0.659 0.304 -0.939 0.2 0.2 0.1
H -1.107 -0.661 1.704 0.3 -0.3 0.1
H 1.694 1.665 4.080 -0.1 0.0 -0.2
O -2.609 -5.152 -6.603 0.0 0.0 0.1
H 8.474 -0.472 10.146 0.2 0.1 -0.1
H -1.112 2.087 1.484 -0.5 0.2 -0.1
H -0.235 -1.502 0.416 0.1 0.1 0.2
C 2.985 4.187 -3.685 0.4 0.2 -0.1
H -2.683 -2.208 -3.584 -0.2 -0.1 -0.1
H 7.249 0.800 10.304 -0.2 -0.1 -0.1
S -2.038 2.896 -0.507 -0.5 0.7 0.2
H -7.699 -5.505 1.591 0.2 0.1 0.0
H -1.797 0.311 -3.025 -0.1 -0.2 -0.2
H 4.894 5.733 1.687 0.1 0.0 -0.1
C 8.718 1.163 8.742 0.5 -0.2 0.1
C -1.566 1.566 0.631 1.4 -0.7 -0.4
C -2.548 -0.462 -7.340 0.5 0.0 -0.2
H 4.341 1.907 -1.563 0.0 0.1 -0.1
O -6.132 -4.091 3.389 0.0 -0.4 0.2
F -4.809 -2.648 -2.410 0.0 0.2 0.1
H -4.752 -0.494 -1.810 0.0 -0.4 0.6
F 5.587 3.970 1.042 0.0 0.1 -0.1
O 8.860 0.412 7.548 -0.5 0.1 0.1
F 0.145 -2.687 -4.151 0.0 0.1 0.0
B -3.305 0.698 -1.873 0.3 -0.7 0.0
H -1.882 -3.709 -3.086 0.2 0.0 -0.1
C 1.656 3.918 -3.455 -0.9 0.6 -0.6
C -5.673 -3.210 -1.510 -0.1 -0.1 -0.3
H 0.224 3.703 -0.497 -0.2 -0.1 0.0
H 4.616 -0.110 4.765 0.0 0.1 0.1
H -5.261 -5.120 -2.459 0.0 0.2 -0.1
O -0.066 2.676 -2.304 0.1 0.3 0.4
O 7.077 -0.420 8.621 0.2 0.2 -0.2
H -5.146 -5.886 3.267 0.1 0.0 -0.2
H 1.472 -1.482 1.953 0.1 0.3 0.1
H -1.165 -1.867 -5.429 0.3 0.0 0.0
C -1.021 -2.774 -4.841 0.4 -0.4 0.1
H -2.427 1.001 1.003 -0.3 0.4 -0.4
C 4.531 4.765 1.336 0.2 -0.4 -0.2
F 6.199 1.089 4.976 -0.2 0.3 0.0
O -3.026 -3.863 -4.800 0.4 0.1 -0.2
C 7.873 0.256 9.599 -0.3 0.0 0.4
F -1.419 -0.992 -7.861 0.0 -0.1 0.1
O 2.308 4.633 1.851 0.1 0.1 -0.3
H 6.284 -1.551 3.720 -0.1 -0.1 -0.2
C 3.565 4.082 2.267 0.0 -0.1 0.6
C 2.457 5.052 0.572 0.0 0.0 -0.1
C -7.277 -4.339 4.106 -0.4 0.2 0.3
O -8.892 -4.157 -1.525 0.1 0.0 0.0
O 1.567 5.460 -0.105 0.0 -0.1 0.0
C 2.256 2.215 -1.897 0.4 -0.8 0.8
O 4.783 1.251 3.222 -0.2 -0.5 0.0
H 3.762 4.300 3.314 -0.2 0.2 0.0
C -5.837 -5.275 2.684 -0.1 0.3 -0.2
C -3.014 2.272 -1.898 -0.1 -0.2 0.1
O -2.497 -0.171 -2.562 0.1 0.7 -0.1
O -6.992 -3.011 -1.963 0.1 -0.2 0.4
C -3.151 0.584 -8.241 -0.3 0.1 -0.4
O 3.748 4.945 0.165 -0.3 0.4 0.4
C 1.000 1.437 3.262 -0.3 0.2 0.4
H -0.800 4.532 -1.677 -0.1 -0.2 0.1
H 1.366 1.921 2.346 0.1 -0.3 0.1
O -7.896 -5.458 3.650 0.4 0.2 -0.1
O 3.925 0.876 1.181 0.1 0.0 0.0
H -2.397 1.108 -8.828 0.1 -0.1 0.1
F 9.941 1.365 9.285 0.0 0.1 -0.1
C 4.630 0.531 2.080 0.0 0.1 -0.4
H 1.804 0.129 1.275 -0.2 -0.2 0.3
O 7.408 -0.920 6.452 0.0 -0.1 0.0
O -2.200 0.295 -6.187 -0.4 -0.1 0.1
O -7.661 -3.671 5.000 0.1 0.0 -0.1
C 6.173 -0.560 3.287 0.2 -0.5 0.0
C 3.943 3.479 -2.991 1.2 0.0 0.0
H -7.166 -6.978 2.423 -0.1 0.0 0.2
H 3.543 3.003 2.131 0.2 0.1 -0.2
H 3.308 4.950 -4.387 -0.2 -0.1 0.1
H 5.004 3.678 -3.125 -0.2 0.1 -0.2
C -5.548 -4.711 -1.488 0.4 -0.4 0.1
O -3.733 1.491 -7.290 0.3 -0.2 0.2
O -6.883 -5.114 -1.178 0.1 0.4 -0.1
H -3.905 0.180 -8.912 -0.2 0.1 0.2
C -2.178 -3.098 -3.941 -0.5 0.2 0.4
O -3.245 2.001 -5.150 0.1 -0.1 0.0
C 7.748 -0.367 7.444 0.0 -0.3 -0.2
H -3.231 -1.265 -7.049 0.1 -0.1 -0.1
H 8.259 2.127 8.514 0.1 0.0 0.0
H 0.873 4.460 -3.982 0.1 -0.1 0.1
H 0.029 1.890 3.515 0.2 -0.1 0.0
O -0.961 -3.899 -5.696 -0.6 0.3 0.0
C -0.242 -0.598 1.032 -0.1 1.0 -0.6
H 0.463 1.223 0.156 -0.1 -0.1 -0.7
O 0.868 0.027 3.152 0.4 0.5 -0.5
C 5.390 0.376 4.168 0.4 0.1 0.3
F -5.254 -4.943 1.495 0.1 0.0 0.1
C -0.454 0.632 0.080 -0.4 -0.1 1.0
C -7.713 -4.105 -1.555 -0.5 -0.2 -0.1
O -4.357 0.142 -1.191 -0.1 0.7 -0.8
H -4.848 -5.063 -0.736 -0.2 -0.1 0.1
C -3.079 1.333 -6.121 -0.1 0.3 0.0
C 1.069 -0.466 1.836 -0.5 -1.1 0.0
H -5.544 -2.731 -0.537 0.2 0.1 -0.1
H 7.160 -0.169 3.040 -0.1 0.2 0.1
H -3.974 2.798 -1.862 0.2 0.1 0.1
H 2.032 1.411 -1.201 -0.3 0.2 -0.2
O 5.360 -0.596 2.100 -0.2 0.3 0.2
C 1.300 2.943 -2.557 -0.2 -0.4 0.0
C -0.515 3.542 -1.292 -0.1 -0.3 -0.1
H -2.508 2.545 -2.831 0.0 0.0 0.3
```
Forces are in eV/Å.

These are the Löwdin partial charges, in e, on atoms 1 to 2:
1. C -0.061
2. C -0.048

---

(3)
Below is a single HN3O4S molecule at a distorted geometry, with properties calculated with the ωB97M-V functional and the def2-TZVPD basis.

The value obtained for the energy above the lowest of the compared OMol25 structures with the same formula, charge and spin is 5.4440 eV. As for the charge: 0. As for the multiplicity: 1. For the LUMO energy, the calculation gives -0.006 hartree.

The geometry in XYZ format:
```
9
Properties=species:S:1:pos:R:3:forces:R:3
H -0.160 0.531 -2.222 -0.3 -1.2 -1.1
O 1.707 -0.036 0.907 1.8 -1.4 -0.6
N 1.038 0.783 1.414 -2.3 -0.7 -0.9
S -0.732 0.580 1.326 -0.8 -0.8 -1.1
O -1.033 -2.046 -1.521 0.3 2.2 1.9
O -0.888 -0.820 0.529 -0.7 -2.0 1.8
N -0.803 -0.944 -1.015 0.4 -0.5 -1.2
N -0.436 0.143 -1.341 0.6 2.2 0.0
O 1.307 1.809 1.924 1.1 2.1 1.4
```
Forces are in eV/Å.

These are the natural (NBO) partial charges, in e, on atoms 1 to 2:
1. H 0.399
2. O -0.335

---

(4)
Below is an isolated ion of composition C10H11ClN3 and charge +1 at a distorted geometry, with properties calculated with the ωB97M-V functional and the def2-TZVPD basis.

The value obtained for the energy above the lowest of the compared OMol25 structures with the same formula, charge and spin is 1.0282 eV. As for the charge: +1. As for the multiplicity: 1. For the LUMO energy, the calculation gives -0.166 hartree. The SMILES is [NH2+]=C1N=CC[C@@](Cl)(c2ccccc2)N1.

The geometry in XYZ format:
```
25
Properties=species:S:1:pos:R:3:forces:R:3
H 1.948 1.733 -1.374 -0.7 -1.0 0.2
Cl 0.424 2.663 0.508 0.1 -0.6 0.5
C 1.097 0.967 -1.409 1.9 1.0 1.2
H 3.545 -0.691 2.151 -0.7 1.4 1.9
C 1.723 -0.299 -1.747 0.8 -0.6 0.2
C 0.486 0.904 0.029 -0.7 0.4 -2.3
H -0.175 -1.447 1.052 -1.6 -0.2 -0.1
H 0.589 1.342 -2.251 -1.7 0.4 -0.4
H 1.148 0.531 1.789 1.1 -0.7 1.5
C -3.476 -0.634 0.273 3.7 1.8 -0.6
C 2.340 -0.616 0.412 0.6 1.1 1.9
C -1.105 -0.948 0.683 1.0 0.7 0.5
N 2.325 -1.033 -0.902 0.7 -0.8 1.4
C -0.898 0.273 0.120 -0.4 3.3 -1.1
H -2.526 -2.222 1.446 -0.7 0.3 -0.2
C -3.256 0.559 -0.437 4.3 -2.8 3.2
H -4.420 -0.926 0.310 -4.0 -1.8 0.5
H -1.941 2.136 -0.738 0.9 -1.0 0.4
H 4.054 -1.649 1.002 -1.1 0.5 -0.8
H -4.029 1.006 -0.853 -3.3 2.3 -1.9
C -1.979 1.093 -0.350 -0.5 -0.1 -1.0
N 1.406 0.193 0.888 -0.8 1.1 -1.4
H 1.828 -0.691 -2.732 -0.4 0.1 -1.0
N 3.324 -0.957 1.245 1.2 -2.5 -2.7
C -2.431 -1.288 0.886 0.2 -2.3 0.2
```
Forces are in eV/Å.

These are the natural (NBO) partial charges, in e, on atoms 1 to 2:
1. H 0.285
2. Cl 0.000